No. 1
{
  "formula": "C58H64N12O6S",
  "method": "the ωB97M-V functional and the def2-TZVPD basis",
  "species": ["C", "N", "C", "C", "O", "C", "C", "O", "S", "O", "O", "C", "C", "C", "O", "N", "O", "H", "H", "H", "H", "H", "H", "H", "H", "H", "H", "H", "H", "H", "H", "C", "C", "C", "N", "C", "C", "H", "H", "H", "H", "H", "C", "C", "C", "N", "C", "C", "H", "H", "H", "H", "H", "C", "C", "C", "N", "C", "C", "H", "H", "H", "H", "H", "C", "C", "C", "N", "C", "C", "H", "H", "H", "H", "H", "C", "C", "C", "N", "C", "C", "H", "H", "H", "H", "H", "C", "C", "C", "N", "C", "C", "H", "H", "H", "H", "H", "C", "C", "C", "N", "C", "C", "H", "H", "H", "H", "H", "C", "C", "C", "N", "C", "C", "H", "H", "H", "H", "H", "C", "C", "C", "N", "C", "C", "H", "H", "H", "H", "H", "C", "C", "C", "N", "C", "C", "H", "H", "H", "H", "H"],
  "positions_angstrom": [[0.20073, -3.53168, 0.55636], [-0.72843, -2.42063, 0.75346], [-0.26061, -1.17378, 0.14108], [-1.05914, -2.23107, 2.13780], [-0.20240, -1.97572, 2.90458], [-2.49411, -2.34259, 2.65094], [-3.57186, -2.06850, 1.57432], [-3.13421, -0.90724, 0.85627], [-4.37137, -0.41724, -0.07446], [-5.54078, -0.13219, 0.67801], [-3.88471, 0.67220, -0.82784], [-4.67067, -1.78411, -1.18170], [-4.58073, -3.20508, -0.54297], [-3.68486, -3.32530, 0.71256], [-4.30119, -4.31662, 1.58218], [-3.83949, -5.60013, 1.23360], [-4.71336, -6.23209, 0.78694], [-0.12660, -4.44122, 1.06125], [0.23654, -3.73866, -0.51894], [1.22416, -3.25221, 0.85264], [-0.55396, -1.15530, -0.91524], [0.83697, -1.11777, 0.17396], [-0.71672, -0.30630, 0.61234], [-2.61757, -1.67980, 3.50702], [-2.59241, -3.35905, 3.04639], [-4.49212, -1.89363, 2.13775], [-5.64856, -1.70201, -1.65432], [-3.93336, -1.70849, -1.98103], [-5.57289, -3.62417, -0.38051], [-4.12397, -3.84180, -1.30778], [-2.71762, -3.74755, 0.43163], [-8.03718, 0.07400, -5.97453], [-8.59819, -0.20175, -4.73699], [-7.81707, -0.83877, -3.78628], [-6.55160, -1.20828, -3.99229], [-6.02907, -0.93625, -5.18883], [-6.72246, -0.30072, -6.20639], [-8.61410, 0.57558, -6.75029], [-9.62050, 0.07241, -4.51301], [-8.21546, -1.07012, -2.80337], [-4.99945, -1.24934, -5.32859], [-6.24478, -0.10407, -7.15772], [-10.98133, 3.13488, -10.18109], [-11.55767, 2.86479, -8.94983], [-10.78892, 2.22297, -7.99284], [-9.52449, 1.84556, -8.18947], [-8.98786, 2.11271, -9.38215], [-9.66902, 2.75327, -10.40531], [-11.54856, 3.63640, -10.95546], [-12.57987, 3.14592, -8.73612], [-11.19683, 1.99397, -7.01348], [-7.96126, 1.79205, -9.50916], [-9.18284, 2.94661, -11.35177], [3.99973, -0.53017, 4.27627], [2.70592, -1.02158, 4.23157], [2.52848, -2.38715, 4.07079], [3.53551, -3.25560, 3.95227], [4.77365, -2.75936, 3.99638], [5.06091, -1.41300, 4.15772], [4.17963, 0.52967, 4.40305], [1.85148, -0.36423, 4.31903], [1.53850, -2.81612, 4.03330], [5.57059, -3.48866, 3.89508], [6.08533, -1.06525, 4.18775], [-4.36740, 4.87815, -8.90339], [-5.26530, 4.31893, -8.01040], [-5.94126, 3.16966, -8.38799], [-5.77736, 2.56795, -9.57182], [-4.90820, 3.12582, -10.41535], [-4.18152, 4.27127, -10.13303], [-3.81963, 5.77552, -8.64396], [-5.43918, 4.76340, -7.03998], [-6.65283, 2.69682, -7.71849], [-4.79610, 2.61872, -11.36785], [-3.48888, 4.67592, -10.85837], [-0.89878, -9.95080, 0.76825], [0.10472, -9.47731, -0.06170], [0.18622, -8.11085, -0.28016], [-0.64892, -7.22330, 0.26041], [-1.60904, -7.69846, 1.05529], [-1.77609, -9.04548, 1.34170], [-0.99531, -11.01154, 0.96523], [0.80932, -10.15164, -0.52923], [0.95742, -7.69495, -0.91977], [-2.27154, -6.94835, 1.47516], [-2.57294, -9.37429, 1.99602], [-5.83660, -11.38207, 1.95328], [-6.50632, -11.53659, 3.15574], [-6.87526, -10.39605, 3.85290], [-6.61975, -9.15677, 3.43498], [-5.97304, -9.02912, 2.27617], [-5.56265, -10.10236, 1.49961], [-5.53212, -12.24738, 1.37739], [-6.73842, -12.51856, 3.54530], [-7.40391, -10.46844, 4.79734], [-5.77755, -8.01037, 1.96325], [-5.04215, -9.93791, 0.56534], [7.96377, 3.78098, 3.28499], [6.66711, 3.29596, 3.23425], [6.48524, 1.93129, 3.07324], [7.48672, 1.05608, 2.96084], [8.72598, 1.54474, 3.01073], [9.01832, 2.89048, 3.17204], [8.14809, 4.84160, 3.41175], [5.81919, 3.96281, 3.31842], [5.49022, 1.50452, 3.02994], [9.51978, 0.81171, 2.91568], [10.04244, 3.22926, 3.20885], [5.50321, 8.30779, 6.12718], [5.57161, 8.50687, 4.75855], [5.46851, 7.40104, 3.92955], [5.31145, 6.15408, 4.37298], [5.25060, 5.98299, 5.69362], [5.33840, 7.01951, 6.60935], [5.57814, 9.14533, 6.80960], [5.70166, 9.49615, 4.34168], [5.51362, 7.50629, 2.85069], [5.12594, 4.95699, 6.02460], [5.28045, 6.82192, 7.67107], [12.93904, 4.04339, 7.32090], [13.15480, 4.14489, 5.95683], [12.29429, 3.46995, 5.10520], [11.27115, 2.72387, 5.52160], [11.08188, 2.63804, 6.83772], [11.88036, 3.27515, 7.77525], [13.58742, 4.55612, 8.02050], [13.97088, 4.73409, 5.56101], [12.42344, 3.52385, 4.02859], [10.24356, 2.02290, 7.14713], [11.67751, 3.17073, 8.83243], [7.50674, 8.14769, -1.53079], [7.92849, 7.11206, -0.71464], [8.37926, 7.42089, 0.55954], [8.43513, 8.66243, 1.04688], [8.02624, 9.64395, 0.24269], [7.55432, 9.44318, -1.04521], [7.14624, 7.94778, -2.53219], [7.90855, 6.08611, -1.05647], [8.71596, 6.64155, 1.23487], [8.08482, 10.64255, 0.66278], [7.23396, 10.28029, -1.65057]],
  "atomic_forces_ev_per_a": [[0.3, 0.4, -0.5], [-1.1, -0.3, -0.1], [0.2, -0.3, -0.5], [-0.8, 0.0, -1.1], [1.6, 0.5, 1.9], [-0.1, 0.1, -0.8], [1.6, -1.4, 1.9], [-1.9, -0.4, -0.7], [-0.3, 0.8, -1.0], [-0.5, -0.8, 1.2], [1.2, 0.6, -0.8], [0.5, -1.2, 0.3], [0.6, 0.3, -0.4], [-0.9, -0.5, -0.4], [-0.4, 0.6, 0.2], [-0.5, 0.3, -0.7], [0.2, -0.3, 0.4], [0.0, 0.1, 0.0], [-0.1, -0.1, 0.1], [-0.1, -0.2, 0.2], [0.0, 0.0, 0.1], [-0.1, 0.2, 0.2], [0.1, 0.0, 0.1], [0.2, 0.1, -0.1], [-0.2, 0.1, -0.2], [-0.2, 0.2, -0.5], [0.1, 0.6, 0.2], [0.1, 0.3, 0.2], [0.0, 0.2, 0.4], [-0.2, 0.0, 0.0], [0.2, 0.6, 0.1], [-0.2, 0.0, -0.2], [0.1, 0.0, 0.0], [0.1, -0.1, 0.1], [-0.1, 0.0, -0.1], [0.1, -0.1, 0.1], [0.0, 0.0, 0.1], [0.2, -0.1, 0.2], [0.0, 0.0, 0.0], [-0.1, 0.0, 0.0], [0.0, 0.0, -0.1], [0.0, 0.0, 0.0], [0.0, 0.0, -0.1], [0.0, 0.0, 0.0], [0.1, -0.1, 0.1], [-0.3, 0.3, -0.3], [0.1, -0.2, 0.1], [-0.1, 0.0, 0.0], [0.0, 0.0, 0.0], [0.0, 0.0, 0.0], [-0.1, 0.0, 0.0], [0.0, 0.0, -0.2], [0.0, 0.0, 0.0], [0.0, 0.1, 0.0], [0.1, 0.0, 0.0], [0.1, -0.3, 0.0], [0.1, 0.2, 0.0], [-0.1, -0.1, 0.0], [0.1, 0.0, 0.0], [0.0, 0.0, 0.1], [0.0, -0.1, 0.0], [0.0, 0.1, 0.0], [0.0, 0.1, 0.0], [0.0, 0.0, -0.1], [0.1, 0.1, 0.0], [0.0, 0.0, 0.0], [0.0, -0.2, -0.2], [0.2, 0.3, 0.2], [-0.1, -0.2, -0.1], [0.0, 0.0, 0.0], [0.0, 0.0, 0.0], [0.0, 0.0, 0.0], [0.0, 0.1, 0.0], [0.1, 0.0, 0.0], [0.0, 0.0, 0.0], [0.0, -0.1, 0.0], [0.0, 0.0, 0.0], [0.0, 0.2, 0.0], [0.0, -0.2, 0.0], [0.0, 0.1, 0.1], [0.1, 0.0, 0.0], [0.0, 0.0, 0.0], [0.0, 0.0, 0.0], [0.0, -0.1, 0.0], [0.3, -0.3, 0.0], [0.0, 0.0, 0.0], [0.0, -0.1, 0.0], [0.0, 0.0, 0.0], [0.0, 0.1, 0.1], [0.1, -0.2, -0.1], [-0.1, 0.1, 0.1], [0.0, 0.0, 0.0], [0.0, 0.0, 0.0], [0.0, 0.0, 0.0], [0.0, -0.1, 0.0], [0.0, -0.1, -0.1], [0.0, 0.0, 0.0], [0.1, 0.1, 0.0], [-0.1, -0.1, 0.0], [0.1, -0.1, 0.0], [0.0, 0.2, 0.1], [-0.1, -0.2, 0.0], [-0.1, 0.1, -0.1], [0.0, 0.0, 0.0], [0.0, 0.0, 0.0], [0.0, 0.1, -0.1], [0.1, 0.1, 0.0], [0.0, -0.1, 0.0], [0.0, 0.1, 0.1], [0.0, 0.0, 0.0], [0.0, -0.1, -0.2], [0.0, 0.2, 0.1], [0.0, -0.2, -0.1], [0.0, 0.0, 0.0], [0.0, 0.0, 0.0], [0.0, 0.0, 0.0], [0.0, 0.1, 0.0], [0.0, 0.0, 0.1], [0.0, 0.0, 0.0], [0.1, 0.0, 0.1], [0.0, 0.0, 0.0], [-0.1, -0.1, -0.1], [0.2, 0.1, 0.2], [-0.1, -0.1, -0.1], [0.0, 0.0, 0.0], [0.0, 0.0, 0.0], [0.0, 0.0, 0.0], [0.1, 0.0, 0.0], [0.0, 0.0, 0.1], [0.0, 0.0, 0.0], [0.0, 0.0, -0.1], [0.0, 0.0, 0.0], [0.1, 0.1, 0.2], [-0.1, -0.1, -0.2], [0.1, 0.0, 0.2], [0.0, 0.0, 0.0], [0.0, 0.0, 0.0], [0.0, 0.0, 0.0], [0.0, -0.1, -0.1], [0.0, 0.0, -0.1], [0.0, 0.0, 0.0]],
  "smiles": "CN(C)C(=O)C[C@H]1OS(=O)(=O)CC[C@@H]1ON=O.c1ccncc1.c1ccncc1.c1ccncc1.c1ccncc1.c1ccncc1.c1ccncc1.c1ccncc1.c1ccncc1.c1ccncc1.c1ccncc1",
  "molar_mass_g_mol": 1057.3
}



No. 2
{
  "formula": "C58H66IrN7",
  "method": "the ωB97M-V functional and the def2-TZVPD basis",
  "species": ["Ir", "C", "C", "C", "C", "C", "C", "C", "N", "C", "C", "C", "C", "C", "C", "C", "C", "C", "C", "N", "C", "C", "C", "N", "C", "C", "C", "C", "C", "C", "C", "C", "C", "C", "C", "C", "C", "C", "N", "C", "C", "H", "H", "H", "H", "H", "H", "H", "H", "H", "H", "H", "H", "H", "H", "H", "H", "H", "H", "H", "H", "H", "H", "H", "H", "H", "H", "H", "H", "H", "H", "H", "H", "H", "H", "H", "H", "H", "H", "H", "H", "H", "H", "H", "H", "C", "C", "C", "C", "C", "C", "C", "N", "C", "N", "C", "C", "C", "C", "C", "C", "C", "N", "C", "C", "C", "C", "C", "C", "C", "H", "H", "H", "H", "H", "H", "H", "H", "H", "H", "H", "H", "H", "H", "H", "H", "H", "H", "H", "H", "H", "H"],
  "positions_angstrom": [[-0.00085, 0.80556, 0.32836], [5.09409, -2.11477, -2.06170], [4.09459, -2.93227, -1.22631], [2.67610, -2.40793, -1.25114], [0.17370, -3.01358, -2.12502], [-0.61174, -4.01295, -2.97114], [-0.93487, -3.53253, -4.38512], [-0.67744, -1.72045, -1.80086], [1.02107, -1.02120, -0.19122], [2.35679, -1.48575, -0.28043], [3.25339, -0.88402, 0.62575], [2.95862, 0.18651, 1.47868], [3.91809, 0.72794, 2.42043], [5.27317, 0.15285, 2.68625], [5.19634, -1.11834, 3.54312], [3.32284, 1.79654, 3.02239], [2.00475, 1.90698, 2.44116], [1.09388, 2.89721, 2.73662], [-0.22093, 3.06829, 2.27825], [-0.89031, 2.26971, 1.38258], [-2.19524, 2.66493, 1.40130], [-3.29784, 2.01595, 0.81059], [-3.38551, 0.81533, 0.12775], [-2.35845, 0.01196, -0.20847], [-2.89208, -0.95367, -1.03718], [-2.16575, -1.83019, -1.78011], [-4.34880, -0.79593, -1.13129], [-4.65313, 0.30308, -0.41172], [-5.99143, 0.94714, -0.23362], [-6.23815, 2.02533, -1.29802], [-5.25709, -1.70363, -1.89546], [-5.44682, -3.05975, -1.20372], [-2.34444, 3.79990, 2.25575], [-1.10937, 4.04826, 2.80937], [-0.74833, 5.11127, 3.79897], [0.00456, 6.28439, 3.15745], [-3.63053, 4.50817, 2.54760], [-4.42020, 3.82296, 3.67230], [1.80687, 0.90414, 1.53413], [3.89360, 2.70421, 4.06377], [4.47915, 3.98676, 3.45835], [6.10940, -2.45573, -1.85962], [5.03096, -1.05269, -1.82186], [4.89929, -2.24944, -3.12469], [4.44060, -2.97823, -0.19261], [4.10438, -3.95232, -1.60053], [-1.54297, -4.22012, -2.43547], [-0.07976, -4.95643, -3.03395], [-1.52094, -2.61199, -4.38162], [-1.51844, -4.29416, -4.90174], [-0.02713, -3.36062, -4.95748], [4.27529, -1.23047, 0.63632], [5.88631, 0.89773, 3.19439], [5.77151, -0.07001, 1.73909], [4.73663, -0.89886, 4.50746], [6.19305, -1.52390, 3.71974], [4.59239, -1.88249, 3.05089], [1.41987, 3.62017, 3.47387], [-4.24165, 2.52773, 0.94394], [-2.67953, -2.45800, -2.49487], [-6.06484, 1.38844, 0.76247], [-6.76794, 0.18381, -0.29881], [-5.45149, 2.78133, -1.27395], [-7.19829, 2.51537, -1.13553], [-6.23980, 1.58128, -2.29381], [-4.85505, -1.86077, -2.90030], [-6.22822, -1.22151, -2.01307], [-4.49806, -3.59013, -1.11124], [-6.13667, -3.68423, -1.77152], [-5.85535, -2.92257, -0.20209], [-0.14116, 4.68288, 4.60011], [-1.65994, 5.48706, 4.26500], [0.90712, 5.94250, 2.64879], [0.29075, 7.01294, 3.91649], [-0.62463, 6.78549, 2.42138], [-4.24650, 4.55541, 1.64738], [-3.41232, 5.53672, 2.83747], [-4.66377, 2.79365, 3.40481], [-5.34864, 4.35895, 3.87166], [-3.83201, 3.80231, 4.59048], [4.67586, 2.17431, 4.60893], [3.12193, 2.96052, 4.79275], [5.30773, 3.74912, 2.79066], [4.85078, 4.64302, 4.24551], [3.72819, 4.52920, 2.88260], [2.55327, -0.51309, -3.46131], [2.22761, -1.97751, -3.63876], [2.54782, -2.53763, -4.84635], [2.63885, -3.91866, -5.06152], [2.49331, -4.79121, -3.96301], [2.14946, -4.31652, -2.74473], [1.79486, -2.86822, -2.46348], [0.22767, -3.34095, -0.67286], [-0.03911, -1.95444, -0.42776], [-0.25920, -0.59894, -2.61391], [-0.68529, 0.74034, -2.62005], [-0.61200, 1.55719, -1.48039], [-0.95354, 2.90296, -1.60367], [-1.34162, 3.44228, -2.81915], [-1.40472, 2.62852, -3.93713], [-1.07853, 1.28259, -3.85763], [-1.16798, 0.42602, -5.09548], [0.04282, -1.39098, 0.88899], [0.47011, -2.09369, 2.07670], [1.35677, -3.17114, 2.06596], [1.81954, -3.70395, 3.25736], [1.40369, -3.16630, 4.46362], [0.48439, -2.13032, 4.47069], [-0.01011, -1.58410, 3.29239], [-1.04459, -0.49507, 3.35360], [3.63742, -0.37540, -3.51671], [2.20947, -0.09681, -2.52375], [2.12596, 0.07720, -4.27473], [2.82843, -1.87095, -5.65584], [2.90306, -4.30152, -6.03727], [2.67239, -5.85132, -4.09627], [2.02119, -4.98970, -1.90433], [-0.53606, -3.92774, -0.34558], [-0.13743, -0.94268, -3.55559], [-0.89903, 3.56092, -0.74619], [-1.59798, 4.49156, -2.89056], [-1.72300, 3.03741, -4.88851], [-1.55355, 1.01756, -5.92332], [-1.84440, -0.42079, -4.95085], [-0.19199, 0.03597, -5.40247], [1.67475, -3.60587, 1.13323], [2.49971, -4.54546, 3.23852], [1.77870, -3.56422, 5.39757], [0.13285, -1.73651, 5.41656], [-1.51435, -0.48158, 4.33612], [-1.81855, -0.63438, 2.59884], [-0.59025, 0.48347, 3.19319]],
  "atomic_forces_ev_per_a": [[1.1, 0.4, -0.4], [0.0, -0.1, 0.1], [0.0, 0.1, -0.2], [-0.1, -0.1, 0.0], [-0.1, -0.2, 0.0], [0.1, 0.0, -0.1], [0.0, -0.1, 0.1], [-0.2, 0.6, 0.0], [-0.1, 0.2, -0.6], [0.1, 0.0, 0.3], [-0.1, -0.2, -0.2], [-0.1, 0.4, 0.4], [0.0, 0.0, -0.1], [-0.1, -0.1, 0.1], [0.1, 0.1, -0.1], [-0.1, -0.1, 0.0], [0.1, 0.3, 0.3], [0.2, -0.3, -0.1], [-0.2, 0.4, 0.0], [-0.3, -0.2, 0.1], [0.3, 0.3, 0.3], [-0.1, -0.2, -0.2], [0.0, 0.0, 0.0], [0.0, -0.1, 0.2], [-0.1, -0.2, -0.1], [0.0, 0.0, 0.2], [-0.1, 0.2, 0.1], [-0.1, -0.2, -0.1], [0.1, 0.1, -0.2], [0.0, -0.1, 0.1], [0.0, -0.1, 0.1], [0.0, 0.1, -0.1], [-0.1, -0.1, -0.2], [0.2, -0.2, 0.1], [0.1, 0.1, -0.2], [-0.1, -0.1, 0.1], [0.0, -0.2, 0.2], [0.0, 0.2, -0.1], [-0.3, -0.3, -0.2], [0.0, 0.1, -0.1], [0.0, -0.1, 0.1], [0.0, 0.0, 0.0], [0.0, 0.0, 0.0], [0.0, 0.1, 0.0], [0.0, -0.1, 0.0], [0.0, -0.1, 0.0], [0.0, 0.0, 0.0], [0.0, -0.1, 0.1], [0.0, 0.0, 0.0], [0.0, 0.0, 0.0], [0.0, 0.0, -0.1], [0.0, 0.0, 0.0], [0.0, 0.0, 0.0], [0.1, 0.0, 0.0], [0.0, 0.0, 0.0], [0.0, 0.0, 0.0], [0.0, 0.0, 0.0], [0.0, 0.0, 0.0], [0.0, 0.0, 0.0], [0.0, 0.0, 0.0], [0.0, 0.0, 0.0], [0.0, 0.0, 0.1], [0.0, 0.0, 0.0], [0.0, 0.0, 0.0], [0.0, 0.0, 0.0], [-0.1, 0.0, 0.0], [0.0, 0.0, -0.1], [0.0, 0.0, 0.0], [0.0, 0.0, 0.0], [0.0, 0.0, 0.0], [0.0, 0.0, 0.0], [0.0, 0.0, 0.1], [0.0, 0.0, 0.0], [0.0, 0.0, 0.0], [0.0, 0.0, 0.0], [0.0, 0.1, 0.0], [0.0, 0.0, -0.1], [0.0, 0.0, 0.0], [0.0, 0.0, 0.0], [0.0, 0.0, 0.0], [0.0, 0.0, 0.0], [0.0, 0.0, 0.0], [0.0, 0.0, 0.0], [0.0, 0.0, 0.0], [0.0, 0.0, 0.0], [0.0, 0.0, -0.1], [0.0, 0.0, 0.0], [-0.1, 0.0, 0.0], [0.0, 0.0, -0.1], [0.0, 0.0, 0.2], [-0.1, 0.1, 0.0], [-0.1, 0.1, 0.0], [0.3, 0.0, 0.2], [0.1, -0.1, -0.2], [0.4, -0.3, 0.0], [-0.1, 0.3, -0.1], [0.0, -0.2, 0.1], [0.0, 0.1, 0.1], [0.0, 0.0, -0.1], [0.0, 0.1, 0.1], [-0.1, -0.1, 0.1], [0.0, 0.1, 0.1], [-0.4, -0.4, 0.5], [0.1, -0.1, 0.3], [0.0, 0.0, -0.1], [0.0, 0.0, 0.0], [0.0, 0.0, 0.0], [0.0, 0.0, 0.0], [-0.1, 0.1, -0.2], [0.0, 0.0, 0.0], [-0.1, 0.0, 0.0], [-0.1, 0.1, 0.1], [-0.1, 0.0, 0.0], [0.0, 0.0, 0.0], [0.0, 0.0, 0.0], [0.0, 0.0, 0.0], [0.0, 0.0, 0.0], [-0.1, 0.1, -0.1], [0.1, 0.0, 0.0], [0.0, 0.0, 0.0], [0.0, 0.0, 0.0], [0.0, 0.0, 0.0], [0.0, 0.0, 0.0], [0.0, 0.0, 0.0], [0.0, -0.1, 0.0], [0.0, 0.0, -0.1], [0.0, 0.0, 0.0], [0.0, 0.0, 0.0], [0.0, 0.0, 0.0], [0.0, 0.0, 0.0], [0.0, 0.1, 0.0], [0.0, 0.0, 0.0]],
  "de_lowest_ev": 0.000,
  "molar_mass_g_mol": 1053.4,
  "total_charge": 1,
  "spin_multiplicity": 6
}



We obtain total energy values of -3755.01658 -2736.92757 hartree for the records listed above, in that order.